# 1
88
Properties=species:S:1:pos:R:3 method="wB97M-V/def2-TZVPD" multiplicity=1 homo_energy_ev=-11.12 charge=+1 smiles=CCCOC[C@]1(CCCCCCCC[Si](C)(C)c2ccccc2)C[NH2+]CC[C@]1(C[C@H](C)I)P(N)O e_above_lowest_kj_mol=94.5 largest_force_ev_per_a=1.53 total_energy_ev=-62232.294 lumo_ev=-2.69 gap_ha=0.310
C 2.449 4.556 -0.433
C 3.763 4.205 -1.138
C 3.881 2.729 -1.506
O 3.212 1.938 -0.522
C 3.415 0.527 -0.636
C 2.031 -0.156 -0.438
C 1.244 0.126 -1.744
C -0.288 0.231 -1.675
C -1.010 -0.311 -2.925
C -2.209 -1.218 -2.606
C -3.580 -0.544 -2.602
C -3.620 0.838 -1.938
C -4.670 0.918 -0.829
C -4.458 2.121 0.099
Si -3.079 1.973 1.381
C -3.581 2.943 2.895
C -1.535 2.823 0.673
C -2.621 0.188 1.789
C -1.271 -0.168 2.012
C -0.895 -1.489 2.308
C -1.869 -2.493 2.396
C -3.216 -2.160 2.209
C -3.581 -0.840 1.915
C 1.336 0.613 0.679
N 2.238 0.735 1.863
C 2.891 -0.581 2.237
C 2.243 -1.758 1.532
C 2.113 -1.690 -0.012
C 0.808 -2.386 -0.463
C 0.386 -3.830 -0.149
C 0.439 -4.317 1.288
I 1.167 -5.338 -1.474
P 3.760 -2.335 -0.724
N 3.973 -3.877 -0.074
O 3.293 -2.712 -2.252
H 2.502 4.341 0.633
H 1.627 3.963 -0.837
H 2.193 5.601 -0.580
H 4.608 4.490 -0.513
H 3.826 4.777 -2.063
H 3.412 2.551 -2.479
H 4.930 2.430 -1.544
H 3.846 0.297 -1.610
H 4.131 0.255 0.139
H 1.541 -0.627 -2.477
H 1.618 1.070 -2.142
H -0.701 -0.259 -0.799
H -0.538 1.291 -1.584
H -0.309 -0.898 -3.523
H -1.329 0.521 -3.553
H -2.228 -2.025 -3.340
H -2.037 -1.709 -1.642
H -4.263 -1.218 -2.082
H -3.951 -0.490 -3.627
H -2.656 1.079 -1.481
H -3.834 1.604 -2.685
H -4.642 -0.029 -0.292
H -5.667 0.979 -1.273
H -4.180 2.982 -0.516
H -5.399 2.380 0.588
H -2.764 3.049 3.608
H -3.845 3.947 2.552
H -4.452 2.530 3.402
H -1.751 3.200 -0.327
H -1.244 3.671 1.294
H -0.678 2.156 0.584
H -0.495 0.588 1.975
H 0.146 -1.733 2.486
H -1.588 -3.515 2.615
H -3.986 -2.915 2.288
H -4.628 -0.604 1.770
H 1.033 1.605 0.359
H 0.438 0.095 1.016
H 2.918 1.480 1.693
H 1.672 1.041 2.652
H 3.957 -0.511 2.036
H 2.787 -0.690 3.315
H 1.250 -1.908 1.961
H 2.815 -2.633 1.839
H 0.700 -2.273 -1.539
H -0.007 -1.801 -0.024
H -0.663 -3.859 -0.440
H 1.446 -4.426 1.689
H -0.046 -5.286 1.369
H -0.103 -3.619 1.933
H 4.766 -3.868 0.552
H 3.185 -4.368 0.324
H 3.476 -1.970 -2.839


# 2
96
Properties=species:S:1:pos:R:3 method="wB97M-V/def2-TZVPD" multiplicity=1 homo_energy_ev=-10.05 smiles="O=S1(=O)CCCC1.O=S1(=O)CCCC1.O=S1(=O)CCCC1.O=S1(=O)CCCC1.CCCC#N.CCCC#N.CCCC#N" e_above_lowest_kj_mol=146.5 largest_force_ev_per_a=2.28 total_energy_ev=-94082.648 lumo_ev=0.09 gap_ha=0.373
O -2.598 -6.427 -2.205
S -1.651 -6.172 -1.120
O -0.818 -4.979 -1.028
C -2.633 -6.313 0.398
C -1.779 -7.099 1.406
C -1.018 -8.166 0.628
C -0.649 -7.684 -0.789
H -3.375 -7.064 0.117
H -3.128 -5.408 0.729
H -1.221 -6.517 2.145
H -2.392 -7.638 2.138
H -1.611 -9.074 0.552
H -0.089 -8.421 1.141
H -1.037 -8.449 -1.464
H 0.379 -7.531 -1.108
O 1.992 5.765 1.110
S 1.154 5.134 0.120
O 1.678 4.141 -0.805
C -0.381 4.519 0.886
C -1.446 5.565 0.679
C -1.252 6.104 -0.749
C 0.230 6.352 -0.963
H -0.288 4.051 1.863
H -0.608 3.728 0.160
H -2.411 5.198 1.024
H -1.261 6.457 1.292
H -1.814 7.042 -0.724
H -1.750 5.530 -1.531
H 0.480 7.350 -0.609
H 0.592 6.142 -1.965
O -1.239 2.894 -3.540
S 0.002 3.302 -4.184
O 0.406 4.691 -4.169
C 1.338 2.194 -3.596
C 1.563 1.256 -4.779
C 1.337 1.963 -6.065
C 0.000 2.666 -5.917
H 0.929 1.751 -2.688
H 2.134 2.866 -3.271
H 2.494 0.695 -4.673
H 0.801 0.475 -4.671
H 1.407 1.216 -6.865
H 2.105 2.651 -6.435
H -0.871 2.022 -6.012
H -0.180 3.616 -6.420
O -2.087 -1.053 0.230
S -0.929 -0.458 -0.418
O -1.066 0.327 -1.634
C 0.093 0.545 0.811
C 1.537 0.037 0.596
C 1.318 -1.487 0.516
C 0.403 -1.648 -0.693
H -0.298 0.296 1.795
H -0.084 1.594 0.585
H 2.075 0.523 -0.212
H 1.993 0.315 1.551
H 0.931 -1.822 1.476
H 2.241 -2.035 0.346
H -0.142 -2.573 -0.893
H 0.845 -1.351 -1.642
C -6.120 0.886 0.745
C -5.378 -0.416 1.048
C -5.857 -1.556 0.161
C -7.256 -2.006 0.275
N -8.344 -2.360 0.364
H -6.367 1.084 -0.298
H -5.563 1.758 1.102
H -7.061 0.979 1.295
H -5.512 -0.605 2.114
H -4.308 -0.298 0.893
H -5.441 -2.485 0.586
H -5.590 -1.410 -0.881
C 1.343 0.849 5.053
C 2.532 1.798 4.965
C 2.012 3.194 4.533
C 3.109 4.140 4.342
N 3.961 4.891 4.210
H 1.583 -0.218 5.094
H 0.716 0.900 4.156
H 0.659 0.969 5.896
H 3.243 1.450 4.210
H 3.169 1.773 5.850
H 1.423 3.568 5.372
H 1.433 2.979 3.640
C 4.385 -2.348 -1.043
C 4.955 -1.350 0.014
C 4.880 -1.965 1.408
C 5.066 -0.935 2.436
N 5.229 -0.186 3.291
H 3.827 -3.183 -0.615
H 5.126 -2.879 -1.650
H 3.808 -1.801 -1.790
H 4.370 -0.442 -0.086
H 5.988 -1.226 -0.301
H 5.692 -2.684 1.527
H 3.940 -2.469 1.630


# 3
90
Properties=species:S:1:pos:R:3 method="wB97M-V/def2-TZVPD" multiplicity=1 homo_energy_ev=-10.60 charge=+1 e_above_lowest_kj_mol=378.6 largest_force_ev_per_a=4.98 total_energy_ev=-62007.364 lumo_ev=-2.27 gap_ha=0.306
Tl 0.947 0.374 1.586
N 0.217 2.608 0.793
C -0.012 3.731 1.587
C -1.089 4.699 1.141
C -2.513 4.284 1.118
C -3.013 3.285 0.039
N -2.561 1.902 0.400
H 0.614 2.798 -0.134
H -0.651 2.174 0.511
H 0.864 4.313 1.722
H -0.377 3.375 2.591
H -0.725 5.147 0.174
H -1.093 5.516 1.866
H -3.142 5.172 1.073
H -2.747 3.900 2.095
H -2.614 3.538 -0.920
H -4.006 3.307 0.007
H -2.741 1.246 -0.310
H -2.953 1.602 1.235
C -0.121 -3.872 -3.204
O -0.493 -2.512 -3.602
C -1.795 -2.610 -4.168
C -2.222 -1.242 -4.657
O -2.212 -0.345 -3.504
C -2.770 0.946 -3.881
H -0.967 -4.475 -2.823
H 0.616 -3.782 -2.349
H 0.404 -4.319 -4.092
H -2.459 -3.163 -3.409
H -1.761 -3.276 -5.053
H -3.216 -1.190 -5.106
H -1.571 -0.834 -5.362
H -3.686 0.733 -4.576
H -2.104 1.625 -4.249
H -3.203 1.386 -2.984
S 3.160 0.868 2.538
C 2.629 1.046 4.187
C 3.583 1.159 5.234
C 3.018 1.454 6.500
C 1.656 1.566 6.696
C 0.821 1.363 5.621
N 1.300 1.131 4.387
H 4.703 1.028 5.079
H 3.661 1.536 7.354
H 1.219 1.883 7.611
H -0.213 1.457 5.662
C 0.482 -3.618 1.423
N -0.319 -3.487 0.181
C -1.454 -4.423 0.099
C -0.766 -2.103 0.020
C -1.525 -1.549 1.228
C -2.896 -1.931 1.389
C -3.580 -1.568 2.574
C -2.900 -0.773 3.484
C -1.616 -0.325 3.311
C -0.915 -0.696 2.128
H 0.903 -4.633 1.523
H -0.323 -3.549 2.225
H 1.220 -2.848 1.565
H -1.275 -5.473 -0.047
H -1.971 -4.052 -0.744
H -2.152 -4.324 0.947
H -1.436 -1.944 -0.824
H 0.209 -1.517 -0.153
H -3.294 -2.590 0.653
H -4.632 -1.727 2.670
H -3.477 -0.377 4.339
H -1.242 0.331 4.068
C 3.760 -2.102 0.041
C 3.456 -1.307 -1.227
Sb 2.093 0.244 -1.185
C 1.052 0.250 -3.116
C 1.805 -0.449 -4.250
C 3.169 2.097 -1.231
C 3.747 2.311 -2.607
H 4.178 -3.077 -0.174
H 2.823 -2.360 0.621
H 4.275 -1.467 0.788
H 3.075 -1.970 -2.034
H 4.304 -0.798 -1.724
H 0.892 1.285 -3.339
H 0.054 -0.237 -2.982
H 2.846 -0.107 -4.358
H 1.250 -0.223 -5.200
H 1.815 -1.534 -4.122
H 3.899 2.113 -0.434
H 2.440 2.906 -1.105
H 4.313 1.433 -2.938
H 4.454 3.151 -2.587
H 2.875 2.486 -3.322